# C44H90N9O2

A cluster of 7 separate species, C44H90N9O2 in total at a distorted geometry (wB97M-V/def2-TZVPD, the OMol25 dataset).

Structure (XYZ):
```
145
Properties=species:S:1:pos:R:3:forces:R:3
O 0.979 1.190 0.705 -0.8 -0.3 0.3
O 2.059 0.886 -1.197 0.0 -0.3 -0.2
N -2.506 2.341 4.269 1.5 -0.8 -4.1
N 4.367 -0.095 1.779 1.2 0.2 0.9
N 1.727 4.609 -0.785 -0.8 0.1 -2.8
N 0.860 -2.390 4.963 -1.4 -0.7 -1.7
N -7.195 -1.678 -1.328 1.5 -1.1 0.7
N 0.448 4.607 -2.645 1.2 -0.4 2.5
N -1.716 2.822 2.204 -0.9 -1.1 1.3
N 3.408 -1.482 -4.605 -0.3 -2.6 1.5
N 0.047 -2.191 2.894 2.1 -0.4 2.3
C 3.373 -1.148 1.276 0.6 -0.6 -0.8
C -3.576 -1.507 -2.960 -1.1 -0.5 -0.2
C -6.933 -1.626 0.185 -0.7 0.8 -0.4
C -0.623 2.499 3.013 -1.4 -0.2 0.7
C 5.074 -2.295 2.668 1.3 1.1 0.5
C -2.838 2.590 2.951 0.6 1.9 1.4
C -8.329 -2.789 -1.417 1.2 1.7 -1.5
C 0.621 5.344 -0.548 -2.1 0.2 -0.3
C 2.708 -3.544 -5.990 -1.2 -0.6 2.7
C -7.629 -0.345 -1.876 0.2 -0.6 0.4
C -0.202 0.441 -1.230 -1.8 -0.5 -0.1
C 5.622 -0.979 2.038 -0.3 0.0 -0.4
C -9.071 -2.733 -0.119 -1.4 -0.1 0.1
C 2.658 -2.210 -3.413 0.6 1.1 0.0
C 0.451 -3.061 3.830 0.5 0.6 1.1
C 4.602 -0.637 -4.003 -1.1 -0.8 -0.9
C 3.690 -2.470 2.022 -0.3 -0.3 0.2
C -8.324 -1.805 0.817 1.4 -0.5 0.2
C -4.702 -1.349 -1.875 1.5 -0.8 0.5
C 4.670 1.067 0.794 -0.9 -1.9 -0.1
C -1.725 3.279 0.777 1.3 -1.3 0.2
C -1.139 2.116 4.262 0.7 1.8 -1.4
C 2.430 -0.495 -5.186 -1.3 -1.1 0.4
C 4.570 1.693 3.735 1.0 0.4 -0.4
C -0.321 -2.539 1.560 -2.3 -0.2 -1.2
C 0.164 -0.956 3.446 0.5 1.8 1.3
C 1.097 -3.022 6.270 0.8 -0.6 0.9
C 4.468 0.675 -4.683 -0.2 1.3 -1.3
C 3.874 -2.614 -5.586 -1.1 0.8 -1.0
C 2.835 -4.312 -7.253 1.1 0.4 -1.4
C 1.644 4.229 -2.109 -0.6 -0.2 1.2
C 2.697 4.196 0.207 1.0 -0.8 0.5
C -0.239 5.308 -1.652 2.0 0.1 1.0
C 0.673 -1.022 4.766 -1.2 -1.9 -3.0
C 1.009 0.821 -0.506 2.7 0.9 0.8
C -3.291 2.128 5.455 -2.1 0.4 0.9
C 4.073 2.009 5.138 -0.8 -0.2 0.4
C 3.819 0.515 3.095 0.7 0.1 0.3
C -5.960 -2.148 -2.185 -2.0 1.2 0.0
C 0.223 5.254 -5.011 -0.6 0.6 0.5
C -4.739 2.739 5.420 1.3 0.2 -0.1
C 0.045 -4.004 6.744 -1.8 0.4 0.7
C 2.997 0.872 -4.956 -1.0 0.9 -0.5
C -0.064 4.181 -3.940 0.5 0.3 -1.8
H 4.196 -2.126 -6.508 0.3 0.3 0.2
H -4.706 3.800 5.668 0.1 0.0 0.1
H -0.327 -4.808 6.108 1.0 -0.1 -0.4
H 2.791 0.816 2.898 -0.1 -0.3 -0.1
H -1.403 -2.670 1.630 -0.1 0.0 -0.4
H -1.121 3.926 -3.901 0.0 0.3 0.5
H 3.358 -2.787 -2.811 0.2 0.2 -0.2
H 1.236 -2.192 6.963 -0.4 0.0 0.1
H 1.242 5.246 -5.392 -0.1 -0.2 0.0
H 0.293 -4.422 7.720 0.6 -0.2 -0.2
H -2.055 2.484 0.106 -1.4 0.2 0.4
H -0.020 -0.325 -1.982 0.1 0.4 -0.3
H -0.131 -0.108 2.845 0.2 0.1 0.1
H -6.193 -2.381 0.443 -0.2 -0.2 -0.1
H 3.639 1.363 0.605 0.4 0.9 -0.4
H 4.817 1.509 -4.076 0.4 -0.2 -0.2
H 2.919 -3.596 -8.074 0.2 -0.2 -0.2
H -7.839 -3.722 -1.687 -0.1 0.0 0.2
H 0.363 2.586 2.585 0.1 -0.3 0.3
H 3.636 -3.382 1.423 0.6 0.4 -0.9
H 2.397 3.594 -2.549 -0.2 0.0 -0.3
H -0.908 -3.524 6.982 0.1 0.6 -0.1
H 1.719 -3.098 -5.857 0.1 0.8 -0.7
H -1.026 0.071 -0.615 0.1 0.1 0.3
H -1.189 5.807 -1.755 0.1 -0.1 -0.3
H 4.352 2.976 5.554 0.5 0.0 -0.4
H -5.879 -3.228 -2.066 0.4 0.1 0.4
H 6.415 -0.401 2.513 -0.5 0.0 0.9
H 0.457 5.763 0.433 -0.1 0.2 -0.2
H 0.826 -0.294 5.546 0.1 0.0 -0.2
H 2.217 -1.397 -2.835 0.3 0.1 0.2
H 1.824 -2.866 -3.657 0.3 0.1 -0.9
H 2.319 4.202 1.229 -0.6 0.4 -0.3
H -6.386 -2.012 -3.180 0.5 0.0 -0.3
H -3.582 -2.553 -3.271 0.2 -0.1 0.0
H -3.369 1.061 5.661 0.2 0.0 -0.1
H -0.536 1.400 -1.630 -0.2 -0.2 -0.6
H 2.037 -4.986 -7.560 -0.2 0.1 0.7
H 0.027 -3.486 1.152 0.6 0.1 0.6
H 2.607 1.490 -4.145 -0.7 -0.8 0.3
H 4.554 2.601 3.130 -0.3 -0.1 -0.2
H -0.507 5.219 -5.819 0.2 -0.3 -0.1
H 0.062 6.234 -4.559 0.1 0.1 0.0
H -8.590 -0.102 -1.426 -0.1 0.1 -0.4
H -8.767 -0.821 0.964 -0.2 -0.2 0.1
H -5.187 2.695 4.428 -0.2 -0.4 0.1
H 5.427 1.779 1.117 -0.5 0.0 0.8
H 5.186 -2.204 3.750 -1.1 0.2 0.2
H -3.792 -0.954 -3.875 -0.2 0.2 0.1
H 2.312 -0.912 1.345 0.3 0.9 0.3
H -2.146 4.272 0.650 -0.2 -0.3 0.1
H -0.712 3.192 0.379 0.5 0.8 0.8
H 5.552 -1.058 -4.327 -0.1 -0.6 0.7
H -2.731 2.616 6.251 0.0 -0.2 0.1
H -6.890 0.414 -1.623 -0.1 -0.1 0.2
H 1.454 -0.671 -4.729 0.2 0.2 0.5
H -7.604 -0.440 -2.960 -0.7 0.1 0.1
H 3.585 -1.230 0.210 0.1 0.0 0.0
H 5.808 -3.093 2.556 -0.3 -0.2 -0.9
H 2.982 2.066 5.165 -0.2 -0.3 0.0
H 2.586 -4.259 -5.170 0.5 -0.4 0.1
H 0.438 3.265 -4.253 0.1 -0.1 0.4
H 2.063 -3.524 6.339 0.1 0.0 -0.8
H -10.081 -2.376 -0.324 0.0 0.1 0.2
H 2.845 -2.752 2.652 0.3 0.7 1.0
H -0.178 -1.758 0.814 0.5 0.2 0.4
H 0.391 -4.124 3.653 0.3 -0.1 0.5
H 3.888 -0.273 3.845 -0.5 -0.3 -0.2
H -4.376 -1.836 -0.952 0.6 0.0 0.0
H 4.712 -3.159 -5.154 -0.1 0.2 0.2
H -8.115 -2.305 1.762 -0.5 0.4 0.3
H -8.849 -2.395 -2.289 -0.6 -0.6 0.1
H 3.608 4.793 0.235 -0.1 0.1 -0.4
H 2.682 1.402 -5.857 0.9 0.5 -0.1
H 5.633 1.472 3.848 0.1 -0.2 -0.2
H 3.753 -4.898 -7.198 0.0 -0.1 -0.3
H 4.386 -0.580 -2.938 0.4 -0.2 0.0
H 5.106 0.665 -0.122 -0.3 -0.4 0.0
H -0.622 1.940 5.193 0.0 -0.1 -0.1
H 2.146 -0.782 -6.199 1.0 0.3 -0.4
H -9.229 -3.711 0.334 0.3 -0.1 -0.2
H -3.803 2.958 2.638 -0.1 -0.4 0.0
H 4.949 0.674 -5.661 0.6 0.0 0.3
H -6.598 -0.646 0.526 0.6 0.0 -0.6
H 6.130 -1.159 1.089 -0.7 -0.2 -0.5
H 2.928 3.145 0.035 0.1 0.1 -0.3
H -2.549 -1.257 -2.699 -0.2 0.1 0.6
H 4.409 1.259 5.855 -0.1 -0.1 0.0
H -5.341 2.237 6.174 -0.1 0.0 -0.2
H -4.793 -0.315 -1.541 -0.7 0.1 -0.6
```
Forces are in eV/Å.

Calculated values
Total charge: +5
HOMO-LUMO gap, hartree: 0.328
HOMO energy, eV: -19.16
E_LUMO, eV: -10.24